An isolated molecule of C3H5NO. Source: OMol25; level of theory: ωB97M-V/def2-TZVPD.

**2S+1**: 1
**SMILES string**: C=C/C=[NH+]/[O-]
**Max |F|**: 4.32 eV/Å
**HOMO level (alpha / beta)**: -8.45 / -8.46 eV
**Energy relative to the best compared isomer or geometry (same formula, charge and spin)**: 115.08 kcal/mol
**E_tot**: -6724.5821 eV

```
10
Properties=species:S:1:pos:R:3:forces:R:3
O -2.883157 0.007299 -0.966123 2.23 -0.55 0.98
N -1.656755 0.463356 -0.830259 0.56 1.18 -1.00
C -0.490803 -0.063015 -0.453523 -1.83 -1.39 -0.01
C 0.882934 0.196745 -0.073563 0.89 2.93 3.04
C 1.581635 -0.601980 0.819396 -1.21 1.63 -1.73
H 2.226359 -0.080379 1.521767 0.42 -0.35 -0.50
H -0.485261 -0.953299 0.087821 -2.26 -2.40 -0.20
H 1.092432 1.258701 0.156110 0.41 -0.29 -0.92
H 1.443098 -1.659708 0.929272 -0.21 -0.37 0.03
H -1.710486 1.432278 -1.190898 1.01 -0.40 0.31
```
Positions in Å, forces in eV/Å.

An isolated molecule of C3H5NO. Source: OMol25; level of theory: ωB97M-V/def2-TZVPD.

**2S+1**: 1
**SMILES string**: COCC#N
**Max |F|**: 1.46 eV/Å
**HOMO level**: -10.44 eV
**Energy relative to the best compared isomer or geometry (same formula, charge and spin)**: 40.38 kcal/mol
**E_tot**: -6727.8218 eV

```
10
Properties=species:S:1:pos:R:3:forces:R:3
O -0.492914 0.066765 -0.901441 0.39 -0.37 -0.09
N 1.456417 -0.195972 1.515744 0.79 -0.99 -0.73
C 1.304454 -0.638104 0.456723 0.09 0.43 0.99
C 0.645236 -0.822884 -0.836058 -0.36 0.30 -0.01
C -0.834569 0.899705 0.207548 0.16 0.11 0.42
H -0.124110 0.774424 1.033285 -0.61 0.28 -0.26
H 1.347835 -0.596498 -1.653292 -0.29 0.04 0.23
H -0.779081 1.955552 -0.077526 -0.23 -0.22 -0.24
H 0.323350 -1.871164 -0.945703 -0.03 0.38 0.06
H -1.825682 0.641018 0.599281 0.09 0.05 -0.38
```
Positions in Å, forces in eV/Å.

An isolated molecule of C3H5NO. Source: OMol25; level of theory: ωB97M-V/def2-TZVPD.

**2S+1**: 1
**SMILES string**: O=CN1CC1
**Max |F|**: 0.51 eV/Å
**HOMO level**: -9.97 eV
**Energy relative to the best compared isomer or geometry (same formula, charge and spin)**: 31.79 kcal/mol
**E_tot**: -6728.1941 eV

```
10
Properties=species:S:1:pos:R:3:forces:R:3
O -0.595217 0.032159 -2.405296 0.13 -0.19 0.45
N -0.617871 0.220298 -0.114998 -0.08 -0.07 -0.18
C 0.566965 0.893835 0.375387 0.18 0.21 0.00
C -0.614710 -0.483182 -1.316463 0.03 0.11 -0.27
C 0.011975 -0.303111 1.071639 0.06 -0.17 0.18
H -0.557579 -0.179942 1.989229 0.11 -0.01 -0.14
H 0.427839 1.890717 0.784537 -0.03 -0.17 -0.05
H -0.661915 -1.580775 -1.175577 -0.18 0.07 -0.05
H 1.481332 0.752323 -0.199110 -0.18 0.05 0.08
H 0.559182 -1.242322 0.990652 -0.04 0.17 -0.02
```
Positions in Å, forces in eV/Å.

An isolated molecule of C3H5NO. Source: OMol25; level of theory: ωB97M-V/def2-TZVPD.

**2S+1**: 1
**SMILES string**: C[C@@H](O)C#N
**Max |F|**: 2.31 eV/Å
**HOMO level**: -11.17 eV
**Energy relative to the best compared isomer or geometry (same formula, charge and spin)**: 20.16 kcal/mol
**E_tot**: -6728.6982 eV

```
10
Properties=species:S:1:pos:R:3:forces:R:3
O 0.821913 -1.221371 -0.585099 -0.09 1.02 -0.59
N 1.598725 2.097722 -0.076451 -0.73 -1.00 0.17
C 0.261038 -0.139889 0.260083 0.96 -2.00 -0.65
C 0.982312 1.129589 0.074791 0.77 0.75 -0.08
C -1.222498 -0.020517 -0.040987 0.14 -0.15 0.08
H 1.793977 -1.222153 -0.507621 -0.60 0.13 0.03
H 0.525422 -0.645351 1.186645 -0.66 1.24 0.98
H -1.696884 0.720661 0.605831 0.11 -0.06 -0.04
H -1.698125 -0.990049 0.120780 0.06 0.12 -0.05
H -1.359641 0.279772 -1.083198 0.04 -0.05 0.14
```
Positions in Å, forces in eV/Å.

An isolated molecule of C3H5NO. Source: OMol25; level of theory: ωB97M-V/def2-TZVPD.

**2S+1**: 1
**SMILES string**: O=C[C@H]1CN1
**Max |F|**: 1.67 eV/Å
**HOMO level**: -9.85 eV
**Energy relative to the best compared isomer or geometry (same formula, charge and spin)**: 43.61 kcal/mol
**E_tot**: -6727.6815 eV

```
10
Properties=species:S:1:pos:R:3:forces:R:3
O -0.004494 -1.380095 1.386822 0.49 -0.75 0.56
N -1.033745 -0.057828 -0.814285 0.02 0.01 0.22
C 0.307285 -0.214783 1.424864 -1.26 -1.00 -0.46
C -0.141561 0.562803 0.189354 -0.07 0.22 0.45
C 0.346364 0.148435 -1.169162 0.34 0.14 0.01
H -0.472155 1.569599 0.397818 0.43 0.34 -0.19
H 0.984999 -0.736712 -1.207568 -0.05 0.25 0.14
H 0.748946 0.134673 2.415880 -0.18 0.58 -1.43
H 0.560392 0.895380 -1.931927 -0.08 -0.07 0.18
H -1.257258 -1.046390 -0.692733 0.37 0.29 0.52
```
Positions in Å, forces in eV/Å.

An isolated molecule of C3H5NO. Source: OMol25; level of theory: ωB97M-V/def2-TZVPD.

**2S+1**: 1
**SMILES string**: O=C[C@@H]1CN1
**Max |F|**: 2.41 eV/Å
**HOMO level**: -10.18 eV
**Energy relative to the best compared isomer or geometry (same formula, charge and spin)**: 44.80 kcal/mol
**E_tot**: -6727.6299 eV

```
10
Properties=species:S:1:pos:R:3:forces:R:3
O -2.502333 -0.023293 -0.223447 -0.35 -0.21 -0.81
N 0.862335 0.904468 -0.416267 0.32 -2.09 0.10
C 1.101301 -0.497794 0.137755 1.55 0.52 1.77
C -1.377932 0.136793 0.135441 0.29 -0.18 1.82
C -0.113682 -0.218687 -0.606087 -1.06 0.74 0.51
H -0.317311 -0.676052 -1.553625 0.26 0.27 -0.63
H 1.098758 -0.686718 1.272659 -0.33 0.61 -1.79
H 0.500052 1.405423 0.382133 -0.11 0.62 0.10
H -1.252041 0.620612 1.179378 0.49 -0.38 -1.01
H 2.000852 -0.964751 -0.307938 -1.05 0.09 -0.08
```
Positions in Å, forces in eV/Å.

> What is the energy relative to the best compared isomer or geometry (same formula, charge and spin) in the fifth record?

43.61 kcal/mol

> What is the energy relative to the best compared isomer or geometry (same formula, charge and spin) in the fifth record?

43.61 kcal/mol

> What is the formula in the second record?

C3H5NO